DFT (ωB97M-V with the def2-TZVPD basis set) results for a 6-piece molecular cluster, C20H44BrFO6Si2 overall.

Positions of all 74 atoms, in Å:
1 F -1.01301 -2.23187 1.23376
2 Si -0.62673 -0.70230 1.00300
3 Br -1.55690 -0.06714 -0.87750
4 O 0.97988 -0.58520 0.96133
5 Si 2.03218 0.15342 -0.10880
6 H -1.19059 0.09807 2.08579
7 H 1.65725 1.57156 -0.25739
8 H 3.37760 0.03887 0.47653
9 H 1.95190 -0.56604 -1.38650
10 C -0.20496 4.97225 2.67802
11 C -1.37547 5.26656 1.74126
12 C -1.04471 4.37633 0.54917
13 O -0.35792 3.24400 1.07880
14 C 0.00787 3.48271 2.44009
15 H -0.41017 5.20295 3.72229
16 H 0.67628 5.53817 2.36842
17 H -2.31377 4.95116 2.20228
18 H -1.46535 6.31687 1.46738
19 H -0.38963 4.89367 -0.16055
20 H -1.92889 4.03055 0.01157
21 H -0.63015 2.88094 3.09627
22 H 1.04239 3.16668 2.58405
23 C 4.37986 1.92906 -4.64677
24 C 5.13932 0.61213 -4.80203
25 C 5.25226 0.15241 -3.35475
26 O 4.09514 0.65354 -2.68043
27 C 3.41674 1.59428 -3.51455
28 H 3.86684 2.24586 -5.55381
29 H 5.05799 2.72855 -4.33965
30 H 4.54329 -0.09660 -5.37431
31 H 6.11333 0.72161 -5.27829
32 H 6.14456 0.57226 -2.87677
33 H 5.27711 -0.93304 -3.24952
34 H 2.49732 1.13673 -3.89708
35 H 3.14579 2.46264 -2.91142
36 C 1.37155 -3.44256 -4.36363
37 C 2.72361 -4.15346 -4.34429
38 C 3.58461 -3.19536 -5.15835
39 O 3.06128 -1.88931 -4.91788
40 C 1.79428 -1.98320 -4.26149
41 H 0.70765 -3.74179 -3.55383
42 H 0.86164 -3.62806 -5.31135
43 H 3.09695 -4.22292 -3.32046
44 H 2.69833 -5.15649 -4.76777
45 H 3.52023 -3.41760 -6.22911
46 H 4.63663 -3.21067 -4.86720
47 H 1.91360 -1.67589 -3.21919
48 H 1.09715 -1.29765 -4.74589
49 C -5.11817 -1.07308 1.32319
50 C -4.59918 -1.88425 0.13814
51 C -5.84726 -2.65321 -0.27485
52 O -6.95738 -1.81060 0.03938
53 C -6.52579 -0.72332 0.85714
54 H -4.51712 -0.19131 1.54572
55 H -5.15745 -1.69591 2.21977
56 H -4.28275 -1.21392 -0.66093
57 H -3.76357 -2.53725 0.38737
58 H -5.93865 -3.58939 0.28693
59 H -5.87576 -2.88747 -1.33980
60 H -6.52418 0.19629 0.26135
61 H -7.23410 -0.60009 1.67758
62 C -1.90134 -1.11210 6.59455
63 C -0.49698 -1.47578 6.11541
64 C -0.29700 -0.47942 4.98145
65 O -1.03555 0.69033 5.33808
66 C -1.89200 0.40406 6.44438
67 H -2.11321 -1.43110 7.61401
68 H -2.65030 -1.55478 5.93446
69 H 0.23092 -1.29993 6.91014
70 H -0.40034 -2.50912 5.78578
71 H -0.69576 -0.86947 4.04063
72 H 0.74740 -0.20475 4.82695
73 H -1.49045 0.88566 7.34270
74 H -2.87822 0.82324 6.24099

calculated total energy = -122257.002 eV
SMILES = F[Si@H](Br)O[SiH3].C1CCOC1.C1CCOC1.C1CCOC1.C1CCOC1.C1CCOC1

***

DFT (ωB97M-V with the def2-TZVPD basis set) results for a 2-piece molecular cluster, C20H44BrN3O3 overall.

Positions of all 71 atoms, in Å:
1 C -2.13659 -1.93493 2.44353
2 C -3.35696 -1.20390 1.56403
3 Br -3.24296 -1.61248 -0.41413
4 C -3.62999 0.34698 1.93837
5 C -2.55272 1.46837 1.48522
6 C -2.66525 2.71032 2.55672
7 C -2.13679 2.42970 4.06247
8 N -1.62097 1.05303 4.37308
9 C -1.03849 0.97345 1.14584
10 C -0.05762 2.14739 0.49717
11 C 0.98311 1.43301 -0.54787
12 C 0.88204 2.68497 1.77267
13 N -0.78253 3.35586 -0.02126
14 O -0.03240 4.13770 -0.81626
15 C -2.06923 3.05395 -0.73813
16 C -1.86527 2.50219 -2.29933
17 C -2.83205 4.53240 -0.92727
18 C -3.13770 2.10779 0.05219
19 H -2.62203 -2.59592 3.30715
20 H -1.42235 -1.16773 2.96216
21 H -1.60922 -2.68573 1.71743
22 H -4.33133 -1.80205 1.91547
23 H -3.84203 0.39543 3.11237
24 H -4.67463 0.64754 1.44359
25 H -2.17082 3.71922 2.18540
26 H -3.83115 2.95750 2.63833
27 H -3.04455 2.62913 4.81169
28 H -1.33636 3.27057 4.32817
29 H -0.57357 1.16745 4.51675
30 H -1.97322 0.83033 5.35148
31 H -0.42660 0.56000 2.08405
32 H -0.98755 0.08141 0.35427
33 H 0.47287 0.62244 -1.26009
34 H 1.67144 2.18857 -1.14687
35 H 1.73964 0.79790 0.12285
36 H 0.35076 2.57364 2.80911
37 H 1.90964 2.12944 1.84564
38 H 1.08350 3.84600 1.58673
39 H -1.10802 1.61531 -2.38333
40 H -2.94244 2.16440 -2.68777
41 H -1.52804 3.42232 -2.97316
42 H -2.62592 5.10463 0.10009
43 H -3.98736 4.36524 -1.05328
44 H -2.33587 5.11913 -1.81418
45 H -3.52239 1.29254 -0.69059
46 H -4.10034 2.72894 0.38411
47 C 0.10429 -2.45735 -0.95788
48 O 0.95827 -3.00218 0.03670
49 C 1.93889 -3.93082 -0.41615
50 C 3.26858 -3.22771 -0.70309
51 N 3.20958 -2.36690 -1.93302
52 C 3.05952 -3.04636 -3.26364
53 C 4.28985 -3.87547 -3.64819
54 O 5.37999 -3.04326 -4.03179
55 C 6.26098 -2.65242 -2.99149
56 H -0.89987 -2.37478 -0.54178
57 H 0.44719 -1.45250 -1.20518
58 H 0.06517 -3.06925 -1.86619
59 H 1.57690 -4.53143 -1.25674
60 H 2.10698 -4.62815 0.41219
61 H 4.08426 -3.94252 -0.83250
62 H 3.51967 -2.54439 0.11366
63 H 4.05015 -1.77377 -1.97051
64 H 2.44270 -1.69416 -1.80815
65 H 2.90484 -2.23838 -3.98501
66 H 2.15803 -3.66186 -3.22193
67 H 4.02687 -4.45967 -4.53854
68 H 4.58291 -4.59965 -2.88145
69 H 6.22952 -3.32362 -2.13081
70 H 6.01440 -1.63295 -2.68317
71 H 7.28064 -2.63393 -3.38993

<S²> = 0.754
charge = +1
calculated total energy = -102093.207 eV
2S+1 = 2

***

DFT (ωB97M-V with the def2-TZVPD basis set) results for a 13-piece molecular cluster, C20H44N13O26 overall.

Positions of all 103 atoms, in Å:
1 C 10.13408 1.83798 1.24224
2 C 9.03079 2.15309 2.18990
3 N 7.54940 2.15915 1.88512
4 C 6.65024 1.43812 2.91133
5 C 5.01350 1.35070 2.81077
6 C 4.24200 2.07444 1.55320
7 C 2.60449 2.09412 1.33020
8 O 1.83595 0.99579 1.23652
9 O 1.87416 3.39615 1.18055
10 C 5.22775 2.83315 0.43795
11 C 6.86935 2.81944 0.70637
12 H 10.13840 2.02461 0.08594
13 H 11.12048 1.36987 1.72512
14 H 9.34624 2.37537 3.31903
15 H 7.16180 0.90939 3.82949
16 H 4.35525 0.79538 3.62493
17 H 2.05047 3.66609 0.21067
18 H 4.73415 3.37109 -0.48716
19 H 7.51699 3.37723 -0.10810
20 C -0.32603 0.72505 3.35869
21 N -1.32063 -0.21169 3.94781
22 O -0.93353 -0.94464 4.86528
23 O -2.46180 -0.18461 3.47246
24 H 0.62960 0.59341 3.87052
25 H -0.23229 0.48200 2.29824
26 H -0.70369 1.73949 3.50181
27 C -4.71444 1.93684 2.98738
28 N -4.81864 3.19464 2.19945
29 O -3.80083 3.58140 1.61354
30 O -5.91931 3.75805 2.19150
31 H -3.69574 1.55204 2.90550
32 H -4.95360 2.17744 4.02532
33 H -5.43004 1.22590 2.56942
34 C -3.86744 6.43311 0.51667
35 N -3.53191 7.34399 -0.61093
36 O -3.90809 8.51839 -0.52098
37 O -2.90037 6.85415 -1.55443
38 H -4.42070 6.99503 1.27210
39 H -4.47850 5.62231 0.11468
40 H -2.92817 6.05675 0.92697
41 C 11.50501 -1.45919 -1.05376
42 N 11.67408 -0.70107 0.21527
43 O 10.79502 -0.83294 1.07473
44 O 12.68455 0.00495 0.31260
45 H 10.57811 -2.03416 -1.00097
46 H 11.46262 -0.73308 -1.86824
47 H 12.36543 -2.12328 -1.15804
48 C -4.09499 -0.85919 -0.83036
49 N -3.92592 -0.10107 0.43868
50 O -4.80498 -0.23294 1.29813
51 O -2.91545 0.60495 0.53600
52 H -5.02189 -1.43416 -0.77756
53 H -4.13738 -0.13308 -1.64483
54 H -3.23457 -1.52328 -0.93464
55 C -8.27823 5.16606 0.95298
56 N -9.51027 5.74419 0.35163
57 O -10.04604 6.68316 0.95170
58 O -9.90457 5.23894 -0.70583
59 H -8.04884 5.70464 1.87485
60 H -8.47614 4.11248 1.16086
61 H -7.47108 5.28288 0.22699
62 C -0.20802 -2.64446 -1.92636
63 N -1.20262 -3.58120 -1.33723
64 O -0.81552 -4.31415 -0.41976
65 O -2.34379 -3.55412 -1.81259
66 H 0.74761 -2.77610 -1.41452
67 H -0.11428 -2.88751 -2.98680
68 H -0.58568 -1.63002 -1.78323
69 C -4.90497 -4.90969 -0.05767
70 N -6.13700 -4.33155 -0.65902
71 O -6.67278 -3.39259 -0.05895
72 O -6.53130 -4.83681 -1.71648
73 H -4.67557 -4.37111 0.86420
74 H -5.10287 -5.96326 0.15021
75 H -4.09781 -4.79286 -0.78366
76 C -0.90880 -0.99570 -6.52142
77 N -0.99714 -1.19984 -5.05027
78 O -2.07078 -1.61635 -4.60014
79 O 0.01391 -0.93613 -4.38905
80 H -1.86543 -1.26570 -6.97362
81 H -0.68412 0.05874 -6.69488
82 H -0.10992 -1.63889 -6.89600
83 C -0.65193 -4.27267 -10.18943
84 N -0.63793 -3.39830 -8.98566
85 O -0.47064 -3.94634 -7.89000
86 O -0.79530 -2.18652 -9.17485
87 H -0.50307 -5.30803 -9.87577
88 H -1.62352 -4.15206 -10.67303
89 H 0.16009 -3.94703 -10.84273
90 C 3.55286 -2.91552 3.57013
91 N 4.92230 -2.46854 3.19782
92 O 5.73116 -3.34170 2.86294
93 O 5.14640 -1.25372 3.25232
94 H 3.49839 -4.00220 3.47692
95 H 3.37502 -2.60756 4.60257
96 H 2.85156 -2.43406 2.88560
97 C -2.86831 -3.23330 3.80238
98 N -2.58689 -4.67009 3.53740
99 O -1.58062 -5.15658 4.06612
100 O -3.38422 -5.26878 2.80610
101 H -2.08986 -2.83572 4.45696
102 H -2.86640 -2.71448 2.84153
103 H -3.84600 -3.17248 4.28469

charge = +1
calculated total energy = -94007.701 eV

***

DFT (ωB97M-V with the def2-TZVPD basis set) results for C20H44N3OP2Pb as an isolated structure.

Positions of all 71 atoms, in Å:
1 Pb 0.79537 -0.93470 0.30405
2 P 2.20218 1.70335 0.15585
3 P -1.52858 -0.96576 -1.43570
4 N 0.15358 1.48130 -1.95895
5 C 2.09253 2.92486 -1.23954
6 H 2.00264 3.95603 -0.86206
7 H 3.03677 2.89475 -1.80721
8 C 0.95142 2.63009 -2.21885
9 H 0.12685 3.34421 -2.12797
10 H 1.38001 2.78812 -3.22844
11 C -0.53558 1.07038 -3.13039
12 H 0.01982 0.31778 -3.76466
13 H -0.81985 1.94683 -3.77405
14 C -1.82827 0.33709 -2.71499
15 H -2.22789 -0.15845 -3.60906
16 H -2.57583 1.06317 -2.35565
17 C -3.33011 -1.26355 -1.10441
18 C -3.78201 -0.16455 -0.16108
19 H -3.63232 0.82279 -0.59424
20 H -3.27923 -0.23604 0.80898
21 H -4.85083 -0.24275 0.03631
22 C -1.10528 -2.35381 -2.59143
23 C -0.76610 -3.64078 -1.84724
24 H 0.02381 -4.14587 -2.40867
25 H -1.61783 -4.32701 -1.84094
26 H -0.42739 -3.49443 -0.82001
27 C 3.99524 1.12916 0.13762
28 C 4.41662 0.50668 1.46650
29 H 5.41013 0.05887 1.35068
30 H 3.74215 -0.28903 1.79150
31 H 4.51094 1.24615 2.27064
32 C 1.99068 2.83450 1.60398
33 C 1.74691 2.07568 2.90183
34 H 1.65292 2.81861 3.69864
35 H 2.60141 1.44054 3.15371
36 H 0.83197 1.48313 2.88362
37 C -0.52649 1.07351 0.56046
38 O -1.24872 1.97885 0.55812
39 C -2.11623 -2.67647 -3.72527
40 H -3.04741 -2.09460 -3.68406
41 H -1.64140 -2.51249 -4.70648
42 H -2.38770 -3.74437 -3.68895
43 C 5.03334 2.15441 -0.30739
44 H 6.02380 1.74747 -0.07140
45 H 4.98356 2.34638 -1.38144
46 H 4.92081 3.09718 0.23140
47 C 3.09702 3.86713 1.84475
48 H 2.73335 4.49736 2.67025
49 H 4.02873 3.39815 2.19254
50 H 3.30888 4.52497 0.99130
51 C -3.58701 -2.64563 -0.51797
52 H -2.92107 -2.82143 0.34039
53 H -4.61285 -2.70052 -0.11778
54 H -3.41627 -3.44707 -1.25284
55 H -3.79930 -1.16455 -2.09565
56 H 1.07973 3.38414 1.31586
57 H -0.20054 -1.94040 -3.07111
58 H 3.94687 0.35243 -0.64822
59 H 4.10581 -0.14352 -3.28352
60 H 3.50880 0.10842 -3.77442
61 C -2.60572 -3.65117 3.98974
62 N -2.47321 -2.18598 3.83885
63 C -3.17691 -1.25517 4.74738
64 C -1.60701 -1.72627 2.98252
65 N -0.86600 -1.39083 2.12401
66 H -3.22236 -3.84287 4.87188
67 H -1.60170 -4.09940 4.12040
68 H -3.07844 -4.08691 3.08584
69 H -2.42524 -0.59099 5.20345
70 H -3.88972 -0.63909 4.16714
71 H -3.69625 -1.82801 5.52185

charge = +1
relative energy (zero: lowest compared OMol25 entry of this formula, charge and spin) = 0.532 eV

***

DFT (ωB97M-V with the def2-TZVPD basis set) results for C20H44N3OP2STb as an isolated structure.

Positions of all 72 atoms, in Å:
1 Tb 1.55514 -0.00194 1.39419
2 P -0.11751 -2.18705 -1.39426
3 P 0.14507 2.54832 0.81614
4 N 2.70020 0.36106 -0.58156
5 C 1.62622 -1.84254 -1.89493
6 H 2.27938 -2.63038 -1.51959
7 H 1.58999 -2.05004 -2.99392
8 C 2.49983 -0.51349 -1.73065
9 H 3.54112 -0.84773 -1.99241
10 H 2.12030 0.11729 -2.57908
11 C 2.39268 1.72917 -0.98915
12 H 1.62630 1.76814 -1.78561
13 H 3.32946 2.17446 -1.43638
14 C 1.87873 2.74519 0.06430
15 H 1.85985 3.77741 -0.35848
16 H 2.60320 2.69594 0.90118
17 C 0.45085 3.21217 2.54668
18 C 1.02354 2.07637 3.42652
19 H 2.05637 1.77511 3.12981
20 H 0.35362 1.18791 3.44500
21 H 1.10431 2.41808 4.47641
22 C -0.86148 3.76234 -0.12694
23 C -2.36982 3.57600 0.12755
24 H -2.93410 4.08385 -0.66543
25 H -2.68252 4.00075 1.09311
26 H -2.64707 2.51366 0.10762
27 C -1.36103 -2.70958 -2.63732
28 C -2.60965 -3.33735 -1.98295
29 H -3.39848 -3.35391 -2.74856
30 H -2.98713 -2.74796 -1.12740
31 H -2.42845 -4.37870 -1.67082
32 C 0.19401 -3.58124 -0.19778
33 C -0.94720 -3.85112 0.79020
34 H -0.53558 -4.38096 1.66760
35 H -1.71297 -4.51544 0.35593
36 H -1.42645 -2.92501 1.13621
37 C -1.11948 -0.71241 -0.85560
38 C -0.37705 5.21176 0.05516
39 H 0.52077 5.30629 0.68547
40 H -0.12475 5.62566 -0.93270
41 H -1.16854 5.84332 0.48290
42 C -0.80677 -3.55839 -3.78180
43 H -1.67096 -3.86443 -4.40077
44 H -0.12388 -2.96322 -4.40846
45 H -0.29612 -4.46543 -3.41493
46 C 0.62512 -4.89917 -0.89343
47 H 0.95956 -5.61773 -0.11638
48 H -0.21944 -5.37099 -1.43641
49 H 1.46856 -4.74894 -1.58832
50 C -0.79476 3.84133 3.18907
51 H -1.66181 3.16889 3.13572
52 H -0.59166 4.03948 4.25268
53 H -1.06125 4.80174 2.72311
54 H 1.22020 3.98795 2.40564
55 H 1.06937 -3.21721 0.39349
56 H -0.66527 3.45730 -1.16928
57 H -1.67132 -1.73900 -3.05422
58 O -0.61013 -0.49590 0.46361
59 H -1.28972 0.09480 -1.65008
60 H -2.29955 -0.85426 -1.11621
61 S 3.01118 -2.15173 1.80220
62 C 2.12044 -2.19669 3.24776
63 N 2.59149 -2.53739 4.48000
64 C 1.59565 -2.39288 5.52925
65 C 0.33228 -2.03934 4.77509
66 N 0.80668 -1.77350 3.39210
67 H 3.54392 -2.81296 4.62788
68 H 1.89683 -1.60247 6.23013
69 H 1.50259 -3.32682 6.08810
70 H -0.15449 -1.13623 5.16038
71 H -0.37892 -2.86995 4.76727
72 H 0.14498 -2.02436 2.63963

<S²> = 12.703
charge = +2
calculated total energy = -79804.260 eV
2S+1 = 7

***

DFT (ωB97M-V with the def2-TZVPD basis set) results for C20H45EuN2OP3S as an isolated structure.

Positions of all 73 atoms, in Å:
1 Eu 2.73495 1.17289 0.58901
2 P -1.11164 -1.65777 -0.75131
3 P 1.64952 -0.47921 -2.21717
4 P -2.09854 0.83087 1.84878
5 H 2.64581 6.08126 -1.68237
6 C 2.63591 6.13814 -0.58171
7 C 3.29406 5.35119 0.28346
8 H 4.08442 4.66819 -0.03701
9 C -2.52426 -1.14827 -1.85910
10 C -0.60550 -3.08894 -1.80840
11 C -2.17643 -2.72060 0.32305
12 C 2.83058 0.91986 -2.37546
13 C 2.66677 -1.83192 -2.95400
14 C 0.61828 -0.07982 -3.73083
15 C -1.47696 2.19660 2.79090
16 C -2.22506 -0.50416 3.02386
17 C -3.60937 1.23941 1.00057
18 H 1.95738 6.91716 -0.18396
19 H 3.06371 5.48651 1.34444
20 H -3.10130 -2.06391 -2.06290
21 H -2.12461 -0.72978 -2.79106
22 H -3.15361 -0.40249 -1.35287
23 H -1.47001 -3.75716 -1.90525
24 H 0.21201 -3.63730 -1.33994
25 H -0.29976 -2.79203 -2.81382
26 H -2.56512 -3.52937 -0.33382
27 H -3.05753 -2.20147 0.74201
28 H -1.59920 -3.19382 1.14488
29 H 3.43922 0.71132 -3.26309
30 H 3.61695 1.09028 -1.58174
31 H 2.24964 1.84026 -2.54402
32 H 2.67853 -1.72047 -4.04623
33 H 2.25282 -2.82032 -2.69842
34 H 3.69207 -1.75825 -2.56278
35 H 1.23766 -0.18215 -4.63843
36 H 0.30500 0.96978 -3.62451
37 H -0.26645 -0.73252 -3.82501
38 H -2.11678 2.31197 3.67898
39 H -1.48370 3.11825 2.22054
40 H -0.44370 2.02400 3.10008
41 H -2.51811 -0.05792 3.98766
42 H -1.29039 -1.05872 3.19924
43 H -3.00687 -1.22383 2.76175
44 H -4.19868 1.88098 1.67411
45 H -4.13079 0.30312 0.72692
46 H -3.32017 1.78352 0.07898
47 C 0.25080 3.23297 -0.01079
48 C -0.32500 3.90851 -1.14145
49 C -0.89458 5.17911 -0.94918
50 C -0.88661 5.77473 0.29551
51 C -0.02883 5.28205 1.27935
52 C 0.59565 4.02250 1.11912
53 O 0.39420 1.91332 0.01346
54 H -1.27351 0.77059 0.72170
55 H -0.35380 3.41210 -2.11150
56 H -1.42352 5.67973 -1.79037
57 H -1.44887 6.70529 0.47738
58 H 0.11674 5.85643 2.20131
59 H 1.31043 3.61435 1.85510
60 C 1.33328 -5.68401 0.28836
61 N 1.86446 -4.54011 1.04294
62 C 1.12772 -3.62385 1.72892
63 S 1.55965 -1.92777 1.79549
64 N 0.08283 -4.15665 2.46104
65 C -0.00078 -5.57484 2.83624
66 H 0.32079 -5.51392 -0.09314
67 H 1.37210 -6.62647 0.86344
68 H 1.99833 -5.82870 -0.57916
69 H 2.81946 -4.25527 0.83713
70 H -0.32728 -3.50098 3.12752
71 H -0.79799 -5.70909 3.56807
72 H -0.24429 -6.17838 1.95134
73 H 0.96788 -5.89500 3.25817

<S²> = 12.013
charge = +3
calculated total energy = -84497.475 eV
2S+1 = 7